Entry from the OMol25 dataset: a 12-piece molecular cluster, C32H62Br10O21 overall (ωB97M-V/def2-TZVPD).

Kohn-Sham gap (spin up / spin down): 8.2305 / 2.3047 eV
2S+1: 2
net charge: +1
F_max: 5.07 eV/Å
DFT total energy: -28576.2612 hartree

Each line ends with the Löwdin spin population.
Element x y z (Å)
C 5.036 0.170 -0.299  0.000
C 5.664 0.874 -1.604  0.000
C 7.088 0.654 -1.954  0.000
O 6.989 0.564 -3.337  0.000
C 5.773 0.415 -3.757  0.000
O 5.494 0.419 -4.917  0.000
O 4.937 0.456 -2.751  0.000
H 4.971 -0.902 -0.483  0.000
H 4.076 0.453 0.134  0.000
H 5.737 0.106 0.533  0.000
H 5.395 1.925 -1.497  0.000
H 7.466 -0.221 -1.426  0.000
H 7.614 1.535 -1.586  0.000
Br -6.037 -0.252 0.236  0.362
C -5.009 1.263 -0.409  0.008
C -5.495 1.930 -1.696  0.015
Br -5.972 0.534 -2.970  0.524
H -4.033 0.965 -0.792  -0.001
H -4.872 2.038 0.345  0.001
H -4.691 2.545 -2.100  0.005
H -6.426 2.473 -1.531  -0.001
Br 3.161 0.258 4.334  0.000
C 4.028 -1.402 4.967  0.000
C 4.457 -2.272 3.800  0.000
Br 4.957 -4.156 4.489  0.000
H 3.258 -1.917 5.542  0.000
H 4.915 -1.149 5.548  0.000
H 5.294 -1.899 3.209  0.000
H 3.563 -2.324 3.179  0.000
Br 2.501 -2.136 0.508  0.000
C 1.355 -0.583 0.054  0.000
C -0.130 -0.900 -0.040  0.000
Br -1.221 0.615 -0.727  0.001
H 1.660 -0.290 -0.950  0.000
H 1.628 0.225 0.732  0.000
H -0.598 -1.306 0.857  0.000
H -0.286 -1.812 -0.617  0.000
Br 1.617 2.178 -2.564  0.000
C 2.523 2.579 -4.322  0.000
C 3.135 3.933 -4.230  0.000
Br 4.146 4.453 -5.893  0.000
H 1.910 2.627 -5.222  0.000
H 3.209 1.735 -4.399  0.000
H 3.802 4.034 -3.374  0.000
H 2.397 4.728 -4.127  0.000
Br -0.615 0.373 -4.559  0.000
C -1.802 -1.185 -4.789  0.000
C -2.551 -1.463 -3.461  0.004
Br -3.624 -3.142 -3.591  0.057
H -1.104 -2.023 -4.799  0.000
H -2.396 -0.986 -5.681  0.000
H -3.195 -0.645 -3.138  0.001
H -1.893 -1.613 -2.605  0.001
C -4.785 -2.678 2.258  0.004
O -3.598 -3.424 2.564  0.003
C -2.677 -3.473 1.555  0.000
O -2.731 -2.830 0.444  0.001
O -1.647 -4.258 1.981  0.000
C -0.441 -4.372 1.282  0.000
H -4.574 -1.612 2.170  0.003
H -5.312 -2.689 3.212  0.000
H -5.447 -3.009 1.459  0.000
H 0.117 -3.441 1.377  0.000
H -0.557 -4.540 0.211  0.000
H 0.129 -5.210 1.681  0.000
C -1.921 3.208 -2.713  0.000
O -3.003 3.989 -3.350  0.000
C -2.913 5.349 -3.317  0.000
O -1.905 6.001 -2.941  0.000
O -4.078 5.852 -3.741  0.000
C -4.314 7.270 -3.831  0.000
H -2.325 2.197 -2.773  0.000
H -1.762 3.528 -1.684  0.000
H -1.049 3.306 -3.359  0.000
H -5.355 7.468 -3.579  0.000
H -4.136 7.774 -4.781  0.000
H -3.779 7.785 -3.033  0.000
C -0.674 -1.323 4.044  0.000
O -0.026 -2.551 3.690  0.000
C 0.381 -3.465 4.581  0.000
O 0.071 -3.424 5.773  0.000
O 1.101 -4.467 3.959  0.000
C 1.723 -5.531 4.705  0.000
H -1.168 -1.200 5.008  0.000
H -1.540 -1.057 3.439  0.000
H 0.045 -0.505 3.988  0.000
H 1.130 -6.009 5.485  0.000
H 2.625 -5.168 5.197  0.000
H 2.022 -6.339 4.038  0.000
C 2.024 -2.626 -3.518  0.000
O 0.809 -2.919 -2.988  0.000
C 0.333 -4.160 -3.071  0.000
O 0.815 -5.134 -3.568  0.000
O -0.784 -4.138 -2.439  0.001
C -1.547 -5.303 -2.348  0.002
H 2.279 -1.567 -3.484  0.000
H 2.011 -3.008 -4.539  0.000
H 2.807 -3.197 -3.019  0.000
H -2.416 -5.046 -1.742  0.000
H -1.153 -6.221 -1.911  0.000
H -1.886 -5.731 -3.292  0.000
C -2.837 2.346 2.345  0.000
O -4.183 2.218 2.676  0.001
C -4.636 1.227 3.514  0.002
O -3.973 0.311 3.993  0.000
O -5.917 1.579 3.798  0.002
C -6.645 0.847 4.786  0.000
H -2.824 3.202 1.671  0.000
H -2.340 1.479 1.908  0.000
H -2.186 2.627 3.174  0.000
H -6.666 -0.241 4.720  0.000
H -7.685 1.164 4.704  0.000
H -6.271 1.066 5.786  0.000
C 5.317 3.637 0.976  0.000
O 3.953 3.161 0.817  0.000
C 3.113 3.157 1.893  0.000
O 3.447 3.290 3.055  0.000
O 1.959 2.707 1.492  0.000
C 0.863 2.592 2.439  0.000
H 5.309 4.724 0.902  0.000
H 5.963 3.316 0.159  0.000
H 5.848 3.370 1.889  0.000
H 0.119 2.049 1.858  0.000
H 0.526 3.581 2.750  0.000
H 1.020 2.010 3.347  0.000

Entry from the OMol25 dataset: a 8-piece molecular cluster, C51H61Cl4N6O3 overall (ωB97M-V/def2-TZVPD).

Kohn-Sham gap: 4.3537 eV
relative energy (zero: lowest compared OMol25 entry of this formula, charge and spin): 0.0 kJ/mol
net charge: +3
F_max: 3.86 eV/Å
DFT total energy: -4373.9281 hartree

Each line ends with the Löwdin charge.
Element x y z (Å)
C -20.640 3.474 -2.308  0.056
N -22.078 3.419 -2.722  -0.069
C -22.369 2.954 -3.944  -0.008
C -23.677 3.066 -4.399  0.058
C -24.729 3.429 -3.520  -0.104
C -24.345 3.804 -2.233  0.022
C -23.029 3.761 -1.819  0.009
C -26.179 3.215 -3.874  -0.124
C -27.037 2.468 -3.058  0.053
C -28.272 2.043 -3.524  0.039
N -28.658 2.484 -4.742  -0.086
C -27.932 3.280 -5.529  0.051
C -26.655 3.654 -5.089  0.043
C -30.007 2.129 -5.187  0.039
H -20.473 2.465 -1.931  0.095
H -20.527 4.217 -1.519  0.109
H -20.102 3.753 -3.214  0.098
H -21.584 2.446 -4.486  0.101
H -23.997 2.762 -5.385  0.116
H -25.051 3.929 -1.426  0.134
H -22.780 3.964 -0.787  0.152
H -26.620 2.090 -2.136  0.132
H -28.883 1.417 -2.891  0.157
H -28.360 3.649 -6.449  0.165
H -25.970 4.251 -5.673  0.101
H -29.967 1.466 -6.051  0.124
H -30.426 3.097 -5.460  0.117
H -30.661 1.752 -4.401  0.116
C -19.800 -0.575 1.856  0.046
N -19.382 -0.620 0.467  -0.113
C -18.256 -0.019 0.095  0.038
C -17.892 -0.004 -1.251  0.081
C -18.707 -0.552 -2.246  -0.122
C -19.790 -1.290 -1.755  0.038
C -20.144 -1.318 -0.409  0.030
C -18.634 -0.425 -3.695  -0.151
C -17.412 -0.559 -4.340  0.067
C -17.384 -0.313 -5.697  0.002
N -18.485 0.035 -6.401  -0.044
C -19.699 0.120 -5.807  0.031
C -19.775 -0.196 -4.445  0.034
C -18.372 0.261 -7.888  0.042
H -19.163 0.071 2.460  0.118
H -19.821 -1.637 2.100  0.128
H -20.763 -0.072 1.772  0.116
H -17.640 0.399 0.877  0.151
H -17.071 0.630 -1.551  0.108
H -20.436 -1.901 -2.368  0.137
H -21.092 -1.697 -0.057  0.155
H -16.444 -0.784 -3.917  0.147
H -16.512 -0.250 -6.331  0.123
H -20.580 0.490 -6.311  0.135
H -20.750 -0.165 -3.982  0.121
H -19.329 -0.087 -8.276  0.106
H -17.574 -0.347 -8.316  0.115
H -18.335 1.340 -8.037  0.069
C -18.980 3.751 -6.352  -0.379
O -20.276 3.262 -6.180  -0.403
H -18.695 3.632 -7.397  0.024
H -18.886 4.823 -6.179  0.029
H -18.256 3.315 -5.664  0.009
Cl -15.863 2.464 -7.143  0.626
C -14.776 3.578 -7.938  -0.672
C -14.423 4.739 -7.081  -0.566
Cl -15.931 5.789 -6.847  0.549
H -15.372 3.924 -8.783  0.058
H -13.893 3.085 -8.346  0.095
H -13.770 5.340 -7.713  0.080
H -13.773 4.546 -6.228  0.090
Cl -24.868 3.604 -8.265  0.549
C -23.112 3.904 -8.401  -0.612
C -22.334 2.670 -8.995  -0.659
Cl -22.423 2.506 -10.767  0.570
H -22.689 4.160 -7.429  0.036
H -23.001 4.848 -8.934  0.074
H -22.497 1.678 -8.573  0.052
H -21.278 2.744 -8.733  0.029
C -22.539 6.372 -4.464  -0.092
C -21.228 7.169 -4.372  -0.250
C -20.505 7.392 -5.669  -0.192
C -20.960 8.686 -6.276  -0.207
N -21.267 9.710 -6.779  0.151
H -23.132 6.956 -5.168  0.083
H -23.125 6.325 -3.546  0.069
H -22.529 5.432 -5.014  0.046
H -20.541 6.645 -3.708  0.082
H -21.412 8.120 -3.873  0.121
H -20.746 6.656 -6.437  0.094
H -19.422 7.495 -5.614  0.114
C -19.462 6.442 -9.101  -0.084
C -18.224 5.688 -9.725  -0.231
C -18.611 4.441 -10.609  -0.162
C -19.643 4.798 -11.673  -0.220
N -20.466 5.076 -12.468  0.140
H -19.119 7.248 -8.453  0.065
H -20.132 5.738 -8.607  0.051
H -20.060 6.944 -9.863  0.077
H -17.449 5.402 -9.015  0.026
H -17.725 6.423 -10.357  0.108
H -19.082 3.736 -9.925  0.078
H -17.804 3.979 -11.177  0.108
C -13.539 4.812 3.637  -0.037
C -13.383 3.472 3.369  -0.042
C -14.101 2.927 2.308  0.008
C -15.015 3.727 1.572  -0.083
C -15.113 5.068 1.880  -0.111
C -14.416 5.631 2.923  0.016
C -16.051 5.978 1.102  -0.236
O -16.356 7.117 1.401  0.117
C -16.488 5.394 -0.303  -0.037
C -17.087 6.312 -1.183  0.014
C -17.368 5.851 -2.502  -0.031
C -16.990 4.530 -2.845  -0.075
C -16.526 3.610 -1.921  -0.041
C -16.250 4.005 -0.621  -0.089
C -15.620 3.048 0.341  -0.258
O -15.316 1.901 -0.003  0.050
H -12.986 5.269 4.444  0.119
H -12.686 2.892 3.956  0.118
H -13.885 1.898 2.063  0.115
H -14.535 6.665 3.210  0.131
H -17.259 7.347 -0.929  0.121
H -17.809 6.533 -3.214  0.097
H -17.103 4.305 -3.896  0.079
H -16.319 2.640 -2.348  0.100

Entry from the OMol25 dataset: C44H42IrN3O3SSi as an isolated structure (ωB97M-V/def2-TZVPD).

Kohn-Sham gap (spin up / spin down): 3.8929 / 2.7584 eV
2S+1: 6
net charge: -1
F_max: 7.31 eV/Å
DFT total energy: -2883.4762 hartree

Each line ends with the Löwdin spin population.
Element x y z (Å)
Ir 0.442 1.751 0.626  0.061
O 2.404 3.647 -2.406  0.057
C 1.603 3.177 -1.538  0.029
O 1.844 2.346 -0.615  0.016
C 0.177 3.611 -1.539  0.193
C -0.332 4.519 -2.458  0.012
C -1.677 4.859 -2.375  0.224
C -2.476 4.283 -1.379  0.023
C -3.842 4.593 -1.253  0.097
C -4.610 4.003 -0.251  0.057
C -4.017 3.102 0.627  0.076
C -2.659 2.796 0.499  0.080
C -1.870 3.368 -0.489  0.028
N -0.575 3.037 -0.563  0.211
H 0.320 4.944 -3.215  -0.005
H -2.089 5.568 -3.086  0.014
H -4.309 5.297 -1.937  0.003
H -5.664 4.245 -0.156  0.002
H -4.601 2.633 1.414  0.004
H -2.192 2.092 1.183  0.002
C -1.911 -5.122 2.300  0.018
C -1.311 -3.872 1.618  0.069
C -2.070 -3.667 0.289  0.260
C 0.170 -4.185 1.313  0.019
C -1.404 -2.592 2.470  0.012
C -1.982 -2.568 3.748  0.057
C -2.060 -1.394 4.513  0.011
C -1.540 -0.210 3.974  0.020
S -1.482 1.374 4.649  0.120
C -0.706 1.944 3.239  0.274
N -0.485 1.053 2.303  0.140
C -0.956 -0.182 2.710  0.005
C -0.892 -1.378 1.964  0.063
C -0.290 3.311 3.019  0.037
C -0.444 4.386 3.900  0.089
C 0.017 5.653 3.533  -0.001
C 0.627 5.846 2.293  0.099
C 0.779 4.772 1.417  0.007
C 0.321 3.506 1.781  0.080
H -1.821 -6.005 1.655  0.002
H -2.977 -4.990 2.517  0.001
H -1.396 -5.355 3.239  0.005
H -2.049 -4.577 -0.322  0.047
H -1.637 -2.865 -0.317  0.056
H -3.121 -3.412 0.471  0.002
H 0.267 -5.112 0.735  0.006
H 0.747 -4.306 2.237  0.000
H 0.650 -3.393 0.727  0.004
H -2.394 -3.470 4.194  0.004
H -2.513 -1.407 5.500  -0.001
H -0.432 -1.327 0.982  0.007
H -0.916 4.259 4.870  0.008
H -0.101 6.492 4.215  -0.003
H 0.985 6.833 2.010  0.008
H 1.253 4.910 0.450  0.000
C 0.535 1.004 -3.138  0.008
C 1.806 0.161 -2.891  0.018
C 2.043 -0.765 -4.098  0.003
C 3.014 1.106 -2.708  0.005
Si 1.561 -0.933 -1.152  0.043
O 1.123 0.118 0.060  0.034
C 0.202 -2.257 -1.415  0.361
C 0.465 -3.637 -1.488  0.053
C -0.570 -4.556 -1.690  0.355
C -1.886 -4.118 -1.813  0.517
C -2.173 -2.760 -1.721  0.347
C -1.143 -1.839 -1.517  0.364
C 3.201 -1.823 -0.729  0.000
C 3.840 -2.713 -1.613  0.001
C 5.051 -3.321 -1.268  0.000
C 5.647 -3.048 -0.040  0.000
C 5.034 -2.169 0.849  0.000
C 3.823 -1.562 0.510  0.000
H 0.664 1.653 -4.012  0.001
H 0.302 1.648 -2.282  0.003
H -0.337 0.372 -3.331  0.001
H 2.075 -0.187 -5.029  0.000
H 1.248 -1.512 -4.202  0.002
H 2.997 -1.295 -4.023  0.000
H 3.164 1.723 -3.602  0.002
H 3.941 0.548 -2.535  0.000
H 2.869 1.784 -1.859  0.000
H 1.469 -4.035 -1.370  -0.004
H -0.348 -5.619 -1.740  0.017
H -2.688 -4.835 -1.964  0.017
H -3.202 -2.415 -1.796  0.008
H -1.408 -0.785 -1.421  0.009
H 3.407 -2.962 -2.579  0.000
H 5.530 -4.009 -1.960  0.000
H 6.589 -3.520 0.226  0.000
H 5.498 -1.952 1.808  0.000
H 3.368 -0.874 1.226  0.000
N -2.118 0.227 -0.514  0.056
C -1.224 0.759 -0.116  0.051
H 1.821 1.581 1.647  0.021

Entry from the OMol25 dataset: a 3-piece molecular cluster, C3H11NO2 overall (ωB97M-V/def2-TZVPD).

Kohn-Sham gap: 8.9335 eV
relative energy (zero: lowest compared OMol25 entry of this formula, charge and spin): 77.4 kJ/mol
SMILES string: C/C=C/N.O.O
F_max: 3.97 eV/Å
DFT total energy: -326.1020 hartree

Each line ends with the natural charge from an NBO analysis.
Element x y z (Å)
C -0.077 -2.589 0.714  -0.636
C -0.426 -1.404 -0.159  -0.263
C 0.338 -0.697 -1.055  -0.018
N -0.047 0.366 -1.804  -0.847
H 0.830 -3.051 0.347  0.213
H 0.081 -2.306 1.744  0.228
H -0.972 -3.281 0.679  0.214
H -1.377 -0.874 0.042  0.165
H 1.410 -0.827 -1.131  0.187
H 0.444 0.359 -2.700  0.388
H -1.006 0.663 -1.853  0.389
H 0.297 2.056 -0.696  0.483
H 0.698 3.533 -0.640  0.469
O 0.237 2.867 -0.124  -0.973
H -0.866 0.390 1.685  0.462
H 0.438 1.181 1.598  0.482
O -0.069 0.599 2.193  -0.944

Entry from the OMol25 dataset: C7H8N2OS as an isolated structure (ωB97M-V/def2-TZVPD).

Kohn-Sham gap: 8.8632 eV
relative energy (zero: lowest compared OMol25 entry of this formula, charge and spin): 353.8 kJ/mol
F_max: 4.19 eV/Å
DFT total energy: -854.3428 hartree

Each line ends with the natural charge from an NBO analysis.
Element x y z (Å)
C 0.822 -0.588 -0.412  0.234
C -0.678 -0.107 -0.450  0.088
C -1.115 1.155 0.087  0.511
C -2.605 1.216 -0.011  -0.533
C 2.482 -1.397 0.451  -0.261
C -2.874 -0.270 -0.093  -0.260
C 2.507 -0.297 -0.592  -0.361
N 1.072 -1.523 0.423  -0.387
N -1.611 -0.984 -0.516  -0.261
O -0.293 2.020 0.257  -0.492
S 3.240 1.354 -0.316  0.033
H -3.079 1.738 0.837  0.250
H -2.879 1.753 -0.926  0.252
H 3.059 -2.229 0.200  0.204
H 2.822 -0.937 1.438  0.196
H -3.063 -0.695 0.882  0.210
H -3.660 -0.624 -0.639  0.211
H 2.663 -0.788 -1.643  0.245
H 3.189 1.201 1.025  0.123